1.
{"formula": "C3H12N2S", "method": "wB97M-V/def2-TZVPD", "species": ["C", "S", "C", "H", "H", "H", "H", "H", "H", "N", "C", "N", "H", "H", "H", "H", "H", "H"], "xyz": [[-2.056, 4.103, -0.835], [-0.326, 3.594, -0.807], [-0.359, 2.137, -1.887], [-2.749, 3.283, -0.947], [-2.215, 4.809, -1.660], [-2.237, 4.632, 0.101], [0.374, 1.437, -1.519], [-1.347, 1.706, -1.837], [-0.175, 2.385, -2.934], [0.477, -3.467, 0.331], [0.851, -3.231, 1.724], [2.218, -2.863, 1.945], [0.249, -2.606, -0.155], [1.138, -4.041, -0.174], [0.223, -2.390, 2.033], [0.621, -4.146, 2.269], [2.860, -3.451, 2.438], [2.452, -1.890, 1.914]], "nbo_charge": [-0.74, 0.17, -0.74, 0.22, 0.21, 0.23, 0.23, 0.21, 0.21, -0.86, -0.05, -0.89, 0.35, 0.36, 0.17, 0.18, 0.38, 0.37], "largest_force_ev_per_a": 0.99, "smiles": "CSC.NCN", "energy_ha": -629.16519, "homo_ev": -8.5}

---

2.
{"formula": "C12H26ClN3ORbTa", "method": "wB97M-V/def2-TZVPD", "species": ["N", "C", "O", "Rb", "Ta", "N", "N", "C", "C", "C", "C", "C", "C", "C", "C", "H", "H", "H", "H", "H", "H", "H", "H", "H", "H", "H", "H", "H", "H", "H", "H", "H", "H", "C", "H", "H", "H", "C", "H", "H", "H", "Cl", "C", "H", "H"], "xyz": [[2.288, 0.505, -0.770], [3.161, 0.436, -1.646], [3.972, 0.388, -2.496], [1.917, 1.993, 2.940], [0.506, 0.888, -0.043], [0.332, 0.418, 1.863], [-0.918, 0.512, -1.342], [0.586, -0.920, 2.522], [-0.800, -0.524, -2.402], [0.559, -0.771, 4.052], [-0.518, -1.889, 2.098], [1.953, -1.410, 2.067], [-0.110, 0.119, -3.604], [-2.187, -1.014, -2.811], [0.022, -1.695, -1.893], [1.420, -0.212, 4.462], [0.635, -1.778, 4.488], [-0.381, -0.332, 4.415], [-1.509, -1.530, 2.410], [-0.346, -2.868, 2.578], [-0.534, -2.048, 1.008], [2.023, -1.527, 0.973], [2.134, -2.399, 2.520], [2.774, -0.746, 2.393], [-0.689, 0.978, -3.965], [-0.030, -0.624, -4.409], [0.900, 0.469, -3.348], [-2.753, -0.244, -3.347], [-2.757, -1.345, -1.936], [-2.072, -1.869, -3.490], [0.129, -2.412, -2.720], [-0.496, -2.210, -1.072], [1.035, -1.403, -1.581], [-0.908, 1.137, 2.265], [-1.330, 1.681, 1.395], [-1.668, 0.417, 2.602], [-0.741, 1.869, 3.081], [-1.988, 1.510, -1.563], [-1.826, 2.414, -0.964], [-2.020, 1.810, -2.623], [-2.966, 1.088, -1.279], [0.952, 3.295, -1.754], [0.742, 2.970, 0.025], [1.642, 3.344, 0.532], [-0.135, 3.528, 0.369]], "nbo_charge": [-0.98, 0.96, -0.37, 0.98, 2.29, -0.89, -0.78, 0.13, 0.12, -0.64, -0.63, -0.62, -0.62, -0.63, -0.63, 0.19, 0.27, 0.23, 0.22, 0.26, 0.22, 0.23, 0.27, 0.20, 0.22, 0.25, 0.20, 0.23, 0.22, 0.25, 0.27, 0.22, 0.20, -0.44, 0.22, 0.26, 0.20, -0.43, 0.20, 0.24, 0.23, 0.09, -0.90, 0.24, 0.26], "largest_force_ev_per_a": 3.20, "charge": 2, "energy_ha": -1253.11345, "homo_ev": [-15.6, -15.6]}

---

3.
{"formula": "C34H56N7O3SSiTi", "method": "wB97M-V/def2-TZVPD", "species": ["Ti", "C", "C", "C", "C", "C", "C", "C", "C", "C", "C", "N", "C", "C", "C", "C", "C", "N", "H", "H", "H", "H", "H", "H", "H", "H", "H", "H", "H", "H", "H", "H", "H", "H", "H", "N", "N", "N", "C", "N", "N", "H", "H", "H", "C", "C", "C", "C", "C", "C", "H", "H", "H", "H", "H", "H", "H", "H", "H", "C", "C", "C", "C", "O", "Si", "S", "O", "C", "C", "C", "C", "O", "C", "C", "C", "C", "H", "H", "H", "H", "H", "H", "H", "H", "H", "H", "H", "H", "H", "H", "H", "H", "H", "H", "H", "H", "H", "H", "H", "H", "H", "H", "H"], "xyz": [[0.013, -0.721, 1.026], [-1.851, -0.808, 6.110], [-1.420, 0.198, 5.037], [0.023, 0.655, 5.162], [0.358, 1.481, 6.234], [1.636, 1.980, 6.388], [2.596, 1.688, 5.431], [2.305, 0.879, 4.342], [3.370, 0.707, 3.286], [4.120, -0.651, 3.235], [1.022, 0.321, 4.237], [0.693, -0.655, 3.215], [0.312, -1.802, 3.711], [-0.475, -2.696, 2.960], [-1.040, -3.921, 3.280], [-1.916, -4.248, 2.235], [-1.855, -3.211, 1.317], [-1.003, -2.248, 1.750], [-2.915, -1.032, 6.024], [-1.672, -0.416, 7.113], [-1.306, -1.750, 6.023], [-2.045, 1.089, 5.119], [-1.610, -0.211, 4.049], [-0.413, 1.743, 6.952], [1.882, 2.611, 7.234], [3.590, 2.115, 5.515], [4.095, 1.509, 3.415], [2.913, 0.871, 2.311], [5.185, -0.530, 3.405], [4.111, -0.614, 1.131], [3.735, -1.341, 3.984], [0.531, -2.044, 4.749], [-0.842, -4.495, 4.177], [-2.530, -5.134, 2.148], [-2.372, -3.102, 0.378], [2.396, 1.062, -0.945], [2.738, -0.060, -0.372], [3.908, -1.239, 1.897], [2.849, -2.019, 1.718], [1.929, -1.911, 0.798], [1.794, -0.701, 0.129], [3.104, 1.437, -1.555], [1.424, 1.198, -1.213], [2.687, -2.810, 2.445], [-2.508, 3.378, 3.238], [-2.174, 3.265, 1.743], [-3.467, 3.067, 0.933], [-1.444, 4.532, 1.272], [-1.290, 2.109, 1.526], [-0.539, 1.159, 1.358], [-3.155, 4.243, 3.401], [-1.601, 3.504, 3.832], [-3.032, 2.486, 3.587], [-4.164, 3.879, 1.155], [-3.946, 2.120, 1.188], [-3.261, 3.068, -0.138], [-2.098, 5.396, 1.412], [-1.185, 4.463, 0.213], [-0.529, 4.693, 1.844], [-1.469, 2.399, -2.527], [-0.213, 2.189, -3.361], [0.815, 3.268, -3.069], [-0.539, 2.162, -4.845], [0.419, 0.944, -2.963], [-0.111, -0.604, -2.850], [-1.131, -0.848, -0.988], [1.204, -1.563, -2.813], [2.221, -1.852, -3.809], [3.552, -1.434, -3.208], [1.985, -1.099, -5.113], [2.175, -3.354, -4.029], [-1.178, -0.889, -4.023], [-2.193, -1.853, -4.399], [-3.532, -1.202, -4.107], [-2.033, -3.152, -3.620], [-2.024, -2.109, -5.887], [-1.911, 3.374, -2.748], [-1.239, 2.349, -1.459], [-2.214, 1.626, -2.744], [0.459, 4.240, -3.418], [1.753, 3.040, -3.580], [1.002, 3.351, -1.993], [-0.998, 3.109, -5.137], [-1.230, 1.351, -5.080], [0.370, 2.022, -5.436], [3.574, -0.349, -3.064], [4.370, -1.704, -3.879], [3.713, -1.929, -2.248], [1.990, -0.017, -4.947], [1.035, -1.374, -5.569], [2.786, -1.340, -5.815], [2.299, -3.878, -3.079], [2.968, -3.667, -4.712], [1.213, -3.644, -4.459], [-3.602, -0.944, -3.046], [-4.349, -1.885, -4.351], [-3.653, -0.292, -4.698], [-2.263, -3.017, -2.562], [-1.011, -3.534, -3.708], [-2.714, -3.901, -4.028], [-2.027, -1.165, -6.437], [-2.843, -2.730, -6.255], [-1.087, -2.631, -6.088]], "lowdin_charge": [0.78, -0.07, -0.19, -0.16, -0.03, -0.06, -0.04, -0.16, -0.11, -0.11, -0.16, 0.01, -0.11, -0.32, 0.00, -0.05, -0.12, -0.11, 0.08, 0.08, 0.06, 0.10, 0.09, 0.12, 0.11, 0.12, 0.12, 0.10, 0.12, 0.11, 0.13, 0.15, 0.12, 0.11, 0.09, 0.14, 0.01, 0.05, -0.18, 0.01, -0.19, 0.12, 0.08, 0.15, -0.04, -0.61, -0.03, -0.04, -0.08, -0.12, 0.09, 0.09, 0.08, 0.09, 0.09, 0.07, 0.09, 0.08, 0.09, -0.03, -0.62, -0.03, -0.01, -0.19, -0.08, 0.53, -0.15, -0.62, -0.03, -0.02, -0.02, -0.15, -0.63, -0.02, -0.03, -0.02, 0.10, 0.06, 0.08, 0.10, 0.09, 0.08, 0.10, 0.08, 0.09, 0.07, 0.10, 0.08, 0.08, 0.08, 0.10, 0.09, 0.10, 0.08, 0.08, 0.10, 0.09, 0.06, 0.08, 0.10, 0.09, 0.10, 0.08], "largest_force_ev_per_a": 0.86, "charge": 1, "energy_ha": -3475.26352, "homo_ev": -10.8}

---

4.
{"formula": "C4H9NO", "method": "wB97M-V/def2-TZVPD", "species": ["C", "C", "C", "C", "O", "N", "H", "H", "H", "H", "H", "H", "H", "H", "H"], "xyz": [[-0.295, 0.191, -2.238], [0.425, 0.339, -0.902], [-0.328, -0.329, 0.249], [0.523, -0.372, 1.510], [1.688, -0.729, 1.492], [-0.106, -0.007, 2.664], [0.251, 0.702, -3.039], [-1.306, 0.617, -2.200], [-0.389, -0.865, -2.519], [1.424, -0.106, -0.951], [0.567, 1.402, -0.669], [-1.291, 0.167, 0.426], [-0.553, -1.371, -0.017], [0.434, 0.001, 3.516], [-1.043, 0.359, 2.678]], "nbo_charge": [-0.60, -0.39, -0.49, 0.68, -0.62, -0.82, 0.21, 0.20, 0.20, 0.23, 0.20, 0.20, 0.23, 0.40, 0.39], "largest_force_ev_per_a": 0.40, "smiles": "CCCC(N)=O", "energy_ha": -287.83071, "homo_ev": -9.8}

---

5.
{"formula": "C9H7Cl2NO3PmSm", "method": "wB97M-V/def2-TZVPD", "species": ["Sm", "Pm", "Cl", "Cl", "C", "C", "C", "O", "O", "O", "N", "C", "C", "C", "C", "C", "C", "H", "H", "H", "H", "H", "H", "H"], "xyz": [[2.165, 0.769, -5.598], [0.916, -0.349, -0.555], [0.764, -1.238, -5.319], [-0.443, 1.574, -1.417], [1.543, 0.137, 1.723], [2.240, -0.043, -7.770], [3.699, 1.945, -7.142], [1.720, 0.408, 2.828], [2.385, -0.355, -8.898], [4.346, 2.398, -8.000], [-1.203, -0.667, 0.581], [-1.350, -0.524, 2.025], [-0.656, -1.425, 2.809], [-0.752, -1.281, 4.200], [-1.459, -0.191, 4.728], [-1.994, 0.792, 3.893], [-1.897, 0.640, 2.515], [-1.774, -1.427, 0.234], [-1.556, 0.174, 0.103], [-0.039, -2.198, 2.323], [-0.325, -2.067, 4.843], [-1.552, -0.097, 5.808], [-2.526, 1.649, 4.290], [-2.253, 1.376, 1.796]], "lowdin_spin": [3.02, 4.96, -0.01, -0.02, 0.04, 0.00, 0.00, 0.04, 0.00, 0.00, 0.08, 0.24, 0.06, 0.09, 0.33, 0.11, 0.05, 0.01, 0.00, 0.00, 0.00, 0.01, 0.00, 0.00], "largest_force_ev_per_a": 10.30, "charge": 4, "energy_ha": -2812.58617, "homo_ev": [-19.0, -21.6], "spin_multiplicity": 10}